Record 1
{
  "formula": "C35H52N7O2OsSi",
  "method": "wB97M-V/def2-TZVPD",
  "symbols": ["Os", "Si", "O", "O", "N", "N", "N", "N", "N", "N", "N", "C", "C", "C", "C", "C", "C", "C", "C", "C", "C", "C", "C", "C", "C", "C", "C", "C", "C", "C", "C", "C", "C", "C", "C", "C", "C", "C", "C", "C", "C", "C", "C", "C", "C", "C", "H", "H", "H", "H", "H", "H", "H", "H", "H", "H", "H", "H", "H", "H", "H", "H", "H", "H", "H", "H", "H", "H", "H", "H", "H", "H", "H", "H", "H", "H", "H", "H", "H", "H", "H", "H", "H", "H", "H", "H", "H", "H", "H", "H", "H", "H", "H", "H", "H", "H", "H", "H"],
  "coordinates": [[-0.446, 0.784, -0.202], [-3.627, -0.017, 1.563], [-0.896, -1.016, -1.124], [0.992, -0.098, 1.029], [2.152, -2.489, 1.580], [3.584, 1.185, -2.156], [-0.565, -3.598, -0.461], [-0.370, 2.444, 0.940], [-1.602, 1.675, -1.592], [1.276, 0.979, -1.666], [2.669, 2.174, -0.281], [-1.471, 4.040, -0.675], [0.183, -4.634, 0.224], [-1.952, -1.312, -1.791], [-1.617, -3.771, -1.266], [1.705, -4.416, 0.084], [2.403, -3.918, 1.344], [2.917, 1.394, 4.408], [-3.792, -0.712, -3.277], [-5.316, -2.443, -4.257], [4.858, 1.860, -1.892], [0.336, 2.593, 2.020], [2.323, -0.542, -3.313], [3.917, 2.772, 0.185], [-4.782, -0.256, 0.099], [-1.702, -0.016, 1.332], [-3.410, -3.057, -2.743], [1.101, 0.280, -2.947], [-4.122, 1.525, 2.513], [3.503, 0.400, -3.388], [2.708, -1.799, 2.528], [-3.727, -1.575, 2.647], [1.552, 0.382, 2.086], [-2.734, -0.322, -2.456], [1.304, 1.701, 2.580], [5.085, 2.004, -0.399], [-4.153, -2.082, -3.419], [1.993, 2.162, 3.718], [3.133, 0.103, 3.950], [-1.258, 3.080, -1.861], [-1.474, 3.391, 0.707], [2.470, -0.433, 2.833], [2.508, 1.422, -1.391], [3.611, 1.929, 5.626], [-2.316, -2.734, -1.930], [-2.429, 1.082, -2.391], [2.174, -5.358, -0.197], [-3.684, -4.099, -2.855], [-3.397, 1.801, 3.280], [-4.602, -1.191, -0.433], [3.404, -2.343, 3.162], [4.871, 2.841, -2.377], [1.520, -1.976, 0.971], [-4.356, 0.045, -3.808], [-6.242, -2.170, -3.733], [4.438, -0.146, -3.505], [-4.749, 0.567, -0.617], [3.941, 2.956, 5.474], [-0.100, -4.640, 1.282], [-2.429, 4.547, -0.785], [2.174, -1.046, -4.267], [-0.204, 3.082, -2.144], [-1.399, -1.067, 1.358], [-5.801, -0.297, 0.492], [2.067, -4.491, 2.211], [-2.947, 1.698, -3.125], [5.158, 1.016, 0.061], [-2.399, 2.827, 0.844], [1.785, 3.167, 4.069], [-5.067, 1.321, 3.023], [-1.460, 4.179, 1.461], [-0.697, 4.806, -0.720], [3.930, 2.734, 1.276], [0.229, -0.362, -2.890], [6.016, 2.536, -0.213], [-1.326, 0.425, 2.261], [-0.264, -2.641, -0.357], [-4.756, -1.730, 2.979], [-0.105, -5.600, -0.188], [0.169, 3.500, 2.598], [0.906, 1.017, -3.736], [4.467, 1.319, 5.903], [-5.316, -1.871, -5.187], [3.479, -4.076, 1.254], [1.897, -3.717, -0.736], [3.969, 3.821, -0.118], [3.400, 1.069, -4.247], [-1.821, 3.444, -2.721], [5.649, 1.262, -2.341], [-5.356, -3.507, -4.475], [-1.954, -4.790, -1.416], [-4.296, 2.393, 1.873], [2.924, 1.940, 6.475], [1.825, 2.447, 0.184], [-3.101, -1.470, 3.535], [-3.410, -2.465, 2.100], [2.501, -1.298, -2.543], [3.828, -0.532, 4.489]],
  "atomic_forces_ev_per_a": [[0.342, -0.353, 0.669], [0.152, -0.572, 0.609], [0.359, -0.469, 0.340], [-0.015, -0.439, -0.303], [0.090, 0.155, 0.136], [-0.074, -0.028, 0.045], [0.160, 0.177, 0.070], [0.100, 0.080, 0.129], [-0.290, -0.013, -0.339], [-0.812, -0.336, 0.534], [0.089, -0.064, -0.004], [0.086, -0.280, 0.014], [0.043, -0.014, 0.050], [-0.338, 0.702, -0.357], [-0.302, 0.048, -0.243], [-0.111, 0.053, 0.082], [0.094, -0.403, -0.110], [0.075, 0.110, 0.047], [0.120, 0.801, 0.085], [0.058, -0.081, -0.045], [0.131, 0.104, 0.114], [-0.077, 0.091, 0.020], [-0.023, 0.166, 0.088], [0.141, -0.004, 0.004], [0.341, 0.154, -0.025], [0.228, 0.508, -1.116], [0.095, 0.083, 0.043], [0.051, 0.165, -0.228], [-0.014, -0.155, -0.165], [-0.102, -0.145, -0.101], [-0.079, -0.230, -0.092], [-0.279, 0.595, -0.181], [0.082, 0.162, 0.234], [0.034, -0.659, 0.036], [0.103, -0.261, -0.035], [-0.115, 0.010, -0.069], [-0.010, -0.478, 0.084], [0.001, -0.219, -0.087], [-0.122, -0.052, -0.077], [-0.035, 0.436, 0.059], [-0.175, 0.274, -0.204], [-0.210, 0.497, -0.137], [0.123, 0.137, 0.029], [-0.110, 0.051, 0.147], [0.114, -0.525, 0.172], [0.165, 0.182, 0.059], [0.035, 0.006, 0.016], [-0.040, 0.015, -0.015], [0.024, -0.034, 0.008], [0.008, -0.031, 0.009], [0.005, -0.005, 0.014], [-0.011, -0.025, -0.029], [-0.036, 0.118, -0.006], [-0.033, -0.078, -0.015], [0.018, 0.047, 0.027], [0.025, 0.026, 0.044], [-0.036, 0.014, -0.010], [0.074, -0.031, -0.021], [-0.008, -0.064, -0.018], [-0.001, 0.026, 0.052], [0.034, 0.002, -0.012], [-0.014, -0.096, -0.006], [-0.069, -0.059, -0.012], [0.019, 0.007, 0.072], [-0.025, 0.101, 0.027], [0.022, 0.066, 0.030], [0.019, -0.005, -0.008], [0.079, -0.020, 0.049], [-0.014, 0.003, 0.014], [-0.003, 0.032, 0.001], [0.016, -0.047, 0.057], [-0.024, 0.034, -0.037], [-0.026, 0.013, -0.007], [-0.017, 0.038, 0.019], [0.003, -0.003, 0.011], [-0.075, -0.026, 0.074], [-0.002, 0.094, 0.038], [0.036, -0.079, 0.043], [-0.020, 0.034, -0.034], [-0.037, 0.039, -0.061], [0.021, -0.028, -0.012], [0.036, 0.031, -0.022], [-0.013, 0.009, 0.006], [-0.007, 0.119, -0.010], [0.049, -0.097, -0.067], [-0.025, -0.007, 0.014], [0.051, 0.012, 0.008], [-0.019, -0.074, -0.023], [-0.039, -0.028, -0.044], [-0.003, 0.012, 0.006], [0.021, 0.017, 0.005], [-0.019, -0.016, 0.000], [0.036, -0.027, 0.000], [-0.086, 0.058, -0.103], [-0.002, -0.033, 0.012], [0.001, 0.017, -0.036], [-0.015, -0.036, -0.033], [0.009, -0.002, 0.001]],
  "e_tot_ha": -2277.9663,
  "relative_energy_kcal_mol": 0.0,
  "e_homo_ev": [-13.57, -16.15],
  "spin_multiplicity": 5,
  "charge": 3,
  "largest_force_ev_per_a": 1.2
}

***

Record 2
{
  "formula": "C35H53AsN3O2S2Zr",
  "method": "wB97M-V/def2-TZVPD",
  "symbols": ["Zr", "As", "S", "S", "O", "O", "N", "N", "N", "C", "C", "C", "C", "C", "C", "C", "C", "C", "C", "C", "C", "C", "C", "C", "C", "C", "C", "C", "C", "C", "C", "C", "C", "C", "C", "C", "C", "C", "C", "C", "C", "C", "C", "C", "H", "H", "H", "H", "H", "H", "H", "H", "H", "H", "H", "H", "H", "H", "H", "H", "H", "H", "H", "H", "H", "H", "H", "H", "H", "H", "H", "H", "H", "H", "H", "H", "H", "H", "H", "H", "H", "H", "H", "H", "H", "H", "H", "H", "H", "H", "H", "H", "H", "H", "H", "H", "H"],
  "coordinates": [[-0.218, -0.586, -0.109], [-0.218, -1.420, 2.505], [1.723, -4.891, 0.127], [0.742, -0.987, -3.226], [-0.218, -1.220, -2.096], [-7.257, 0.630, -0.227], [0.962, -2.436, -0.109], [-6.642, 2.772, 0.041], [-2.291, 0.075, -0.109], [0.380, 3.287, -2.902], [-2.100, 0.024, 4.187], [3.695, 1.993, 0.632], [0.135, 3.265, 0.885], [-0.533, -3.265, 3.178], [2.293, -2.486, -0.492], [4.980, -2.854, -1.213], [4.409, -1.587, -1.283], [-3.857, 1.906, 0.044], [3.070, -1.392, -0.926], [0.721, 3.075, -1.459], [-0.085, -1.124, -5.797], [-6.350, 1.445, -0.101], [-4.923, 1.018, -0.097], [-0.211, -0.215, -4.587], [0.900, -2.567, -4.135], [0.561, -3.638, 0.234], [2.330, 2.469, 0.246], [-2.009, -3.634, 3.163], [4.232, -3.955, -0.786], [1.976, 2.567, -1.103], [2.888, -3.749, -0.430], [-3.339, -0.764, -0.244], [-0.637, -0.395, 4.151], [-2.572, 1.387, 0.031], [-4.657, -0.346, -0.244], [-0.128, -2.540, -5.250], [1.769, -1.408, 2.684], [2.931, 2.091, -2.153], [2.309, -1.879, 4.031], [-0.854, 3.638, 1.946], [-1.636, 3.704, -0.824], [-0.220, 3.367, -0.465], [1.404, 2.797, 1.240], [1.766, 2.641, 2.683], [3.353, 1.122, -1.880], [-2.772, -0.852, 4.210], [4.402, 2.030, -0.197], [-0.122, 2.413, -3.320], [3.751, 2.801, -2.286], [5.003, -0.740, -1.617], [2.620, -0.406, -0.978], [-3.987, 2.972, 0.161], [-1.127, -2.762, -4.856], [1.930, -1.243, 4.855], [-1.705, 2.034, 0.137], [0.182, 0.787, -4.779], [1.916, -2.604, -4.540], [-2.128, -4.690, 3.484], [-5.459, -1.070, -0.357], [-2.290, 0.631, 5.097], [-1.952, 4.627, -0.343], [-0.449, -3.834, 0.568], [1.269, 3.491, -3.500], [2.192, -2.053, 1.885], [2.595, 1.948, 2.820], [-7.623, 3.021, 0.034], [-1.453, 4.498, 1.644], [4.118, 2.616, 1.421], [-0.263, 4.156, -3.041], [-0.379, -0.984, 5.056], [2.449, 1.943, -3.120], [-2.341, 0.637, 3.292], [-1.253, -0.135, -4.263], [2.113, -0.367, 2.507], [3.662, 0.963, 0.991], [0.869, -0.947, -6.307], [6.022, -2.991, -1.494], [2.048, -2.939, 4.217], [-1.534, 2.812, 2.163], [-0.025, 0.533, 4.138], [-5.972, 3.515, 0.151], [4.679, -4.943, -0.732], [-1.246, -2.198, -0.109], [2.063, 3.599, 3.114], [-3.084, -1.814, -0.355], [0.101, -3.281, -6.022], [-2.313, 2.908, -0.506], [-1.787, 3.840, -1.893], [-0.887, -0.940, -6.518], [0.932, 2.235, 3.261], [0.756, -3.407, -3.450], [-0.142, -3.384, 4.207], [3.417, -1.805, 4.023], [-2.422, -3.522, 2.138], [0.003, -3.963, 2.501], [-0.365, 3.927, 2.877], [-2.580, -3.000, 3.866]],
  "atomic_forces_ev_per_a": [[-0.777, -1.034, -0.608], [1.284, -0.485, 2.453], [-0.563, 0.217, 0.117], [2.041, 0.318, -3.126], [-1.899, 0.383, 1.834], [1.433, 0.221, 0.075], [0.471, -1.064, 0.366], [0.505, -0.413, -0.033], [-1.053, -0.059, 0.118], [0.112, 0.361, -0.426], [-0.457, 0.195, 0.099], [0.507, 0.111, -0.030], [-0.097, -0.309, -0.058], [-0.164, -0.574, -0.489], [1.445, 0.699, -0.624], [-0.156, -0.922, 0.208], [-0.984, 0.516, 0.185], [-0.124, -1.055, 0.173], [0.184, -0.488, 0.116], [-0.096, -0.398, 0.008], [0.146, -0.214, -0.347], [-2.567, 0.579, -0.010], [0.454, -0.100, 0.063], [-0.162, 0.442, -0.114], [-0.136, -0.379, 0.091], [0.246, -0.723, -0.198], [-0.147, -0.349, -0.085], [-0.442, -0.196, -0.040], [0.034, 0.504, -0.113], [-0.288, -0.204, 0.030], [0.436, 0.103, -0.155], [-0.745, -0.738, -0.193], [-0.144, 0.679, -0.046], [0.096, -1.671, 1.038], [0.550, 0.101, 0.009], [-0.294, -0.094, -0.224], [0.476, 0.112, -0.582], [0.200, -0.050, -0.390], [0.095, -0.050, 0.445], [-0.070, 0.453, 0.268], [-0.007, 1.513, -0.637], [-0.054, -0.064, -0.166], [-0.053, -0.244, 0.008], [0.130, -0.242, 0.324], [0.206, 0.221, -0.031], [0.179, 0.496, -0.006], [-0.107, -0.004, 0.087], [-0.116, 0.062, -0.154], [0.043, -0.122, -0.100], [-0.104, -0.149, 0.071], [0.087, 0.178, 0.022], [-0.097, -0.096, 0.011], [0.143, -0.021, -0.060], [0.283, -0.474, -0.348], [0.049, -1.633, 0.909], [-0.002, -0.126, 0.227], [-0.018, 0.173, 0.204], [-0.025, 0.649, -0.223], [0.003, 0.236, 0.018], [-0.001, -0.352, -0.600], [-0.069, 0.185, 0.000], [0.158, -0.081, -0.223], [-0.122, -0.080, 0.068], [-0.232, 0.520, 0.529], [0.018, 0.132, 0.003], [0.165, -0.073, -0.001], [-0.014, -0.127, 0.021], [-0.022, -0.106, 0.007], [0.011, -0.165, 0.005], [0.052, 0.153, -0.766], [0.095, 0.106, 0.110], [-0.048, -0.273, 0.528], [0.141, -0.075, 0.228], [-0.155, -0.417, -0.084], [0.144, -0.092, 0.132], [-0.177, -0.004, 0.030], [-0.233, -0.003, 0.078], [0.162, 0.608, 0.023], [-0.146, 0.007, 0.184], [-0.067, -0.717, 0.015], [-0.134, -0.149, -0.022], [-0.062, 0.135, -0.002], [0.467, 1.740, 0.262], [-0.038, -0.031, 0.140], [-0.221, 0.285, -0.017], [0.008, 0.061, 0.198], [0.657, 3.104, -1.477], [0.036, -0.009, 0.073], [0.126, 0.102, 0.164], [0.051, 0.254, 0.010], [0.159, 0.230, 0.195], [0.082, 0.467, -0.684], [-0.663, -0.031, 0.042], [-0.015, -0.109, 0.597], [-0.043, 0.510, 0.779], [-0.080, -0.114, -0.089], [0.122, -0.364, -0.418]],
  "e_tot_ha": -4758.4590,
  "relative_energy_kcal_mol": 7.5,
  "e_homo_ev": -16.22,
  "charge": 3,
  "largest_force_ev_per_a": 3.7
}